No. 1
A single C5H13N molecule in a non-equilibrium geometry. Source: OMol25; level of theory: ωB97M-V/def2-TZVPD.

Highest occupied orbital energy: -7.772 eV
Orbital gap: 8.8 eV
LUMO level: 1.06 eV
SMILES string: CC(C)N(C)C

Last column: natural (NBO) charge in e.
Element x y z (Å)
1 C 0.2891 -1.7431 -0.7837  -0.626
2 C -0.5384 -0.4144 -0.4917  -0.035
3 C -1.7252 -0.8005 0.4233  -0.630
4 N 0.2158 0.6454 0.2017  -0.463
5 C 0.3190 1.9178 -0.4785  -0.400
6 C 1.3426 0.3795 1.0480  -0.402
7 H -0.1339 -2.4263 -1.4958  0.216
8 H 0.4644 -2.3365 0.0379  0.203
9 H 1.2309 -1.4586 -1.3517  0.205
10 H -0.7902 0.0195 -1.4251  0.197
11 H -1.6309 -1.7548 0.7376  0.201
12 H -1.7758 -0.4031 1.5457  0.211
13 H -2.7019 -0.4613 0.1646  0.219
14 H 0.7640 2.6666 0.1500  0.197
15 H 0.7359 1.9464 -1.4125  0.166
16 H -0.6705 2.3154 -0.5676  0.187
17 H 1.5144 1.4484 1.4581  0.193
18 H 2.2732 0.0843 0.5329  0.166
19 H 1.0873 -0.1927 1.9099  0.196

Cartesian forces, eV/Å:
C 0.74 2.95 -2.80
C 0.99 -1.14 2.28
C -0.03 3.29 2.17
N 0.46 0.10 -0.54
C -1.91 -0.21 2.20
C 0.30 2.96 0.03
H -1.10 -0.04 -0.42
H 0.77 -0.89 2.21
H -0.65 -0.27 1.15
H -0.84 0.15 -0.90
H -0.49 -3.75 -0.02
H 1.14 0.30 -2.21
H -0.79 -0.41 -1.00
H 0.68 0.11 0.34
H 1.54 -0.21 -2.59
H -1.00 0.23 -0.46
H 0.39 -1.88 -0.18
H -0.18 -0.34 0.27
H -0.02 -0.97 0.46



No. 2
A single C15H18N2O4S molecule in a non-equilibrium geometry. Source: OMol25; level of theory: ωB97M-V/def2-TZVPD.

Highest occupied orbital energy: -8.272 eV
Orbital gap: 7.2 eV
LUMO level: -1.05 eV
SMILES string: CCOC(=O)CCc1c(C)nc(SCC(=O)O)c(C#N)c1C

Last column: natural (NBO) charge in e.
Element x y z (Å)
1 C -1.9871 0.9134 -2.0078  -0.623
2 C -1.2305 0.4987 -3.1515  -0.015
3 O -0.0018 0.5370 -2.9932  -0.539
4 C 0.6669 -0.5455 -2.4143  0.798
5 O 0.0413 -1.3816 -2.1109  -0.546
6 C 2.0727 -0.6876 -2.2167  -0.496
7 C 2.6260 0.1428 -0.9969  -0.332
8 C 1.3544 0.2529 -0.0978  -0.081
9 C 0.8088 -0.6663 0.7976  0.246
10 C 1.6227 -2.0931 0.6659  -0.615
11 N 0.0395 -0.8051 1.6851  -0.539
12 C -0.8857 0.2952 1.7170  0.034
13 S -1.9757 0.3456 2.8730  0.346
14 C -2.4942 -1.7620 2.9894  -0.354
15 C -1.4515 -2.2659 4.2016  0.797
16 O -1.8542 -2.4055 5.2015  -0.532
17 O -0.1936 -2.1065 3.9469  -0.708
18 C -0.3923 1.6189 1.0568  -0.352
19 C -1.1191 2.6657 1.1744  0.257
20 N -1.9095 3.4859 1.3425  -0.275
21 C 0.5373 1.6760 0.2517  0.224
22 C 0.9483 2.8637 -0.5769  -0.644
23 H -2.8583 1.0334 -2.2887  0.204
24 H -1.8889 0.1044 -1.3291  0.207
25 H -1.5779 1.8222 -1.7533  0.200
26 H -1.5041 -0.5672 -3.5688  0.161
27 H -1.2962 1.3004 -4.0226  0.165
28 H 2.4331 -1.6932 -2.0552  0.248
29 H 2.6019 -0.2142 -3.0037  0.230
30 H 2.8362 1.1217 -1.2591  0.206
31 H 3.2427 -0.1889 -0.4945  0.176
32 H 1.3779 -2.6595 -0.0752  0.204
33 H 2.7177 -1.8194 0.6073  0.185
34 H 1.5121 -2.5784 1.6196  0.204
35 H -2.2407 -2.0393 2.2129  0.121
36 H -3.5429 -1.4603 3.4162  0.255
37 H -0.0227 -1.8496 2.9782  0.506
38 H 0.1533 3.4024 -0.2845  0.226
39 H 0.9972 2.5958 -1.6315  0.236
40 H 1.8368 3.1134 -0.4054  0.217

Cartesian forces, eV/Å:
C 5.82 -2.17 2.19
C -6.85 -0.91 -6.57
O 12.83 0.87 1.73
C 3.66 8.52 -3.55
O -9.00 -11.92 4.14
C 4.74 2.55 0.43
C -15.01 4.51 -6.81
C -3.40 5.03 3.76
C 12.51 -4.34 -10.26
C 2.86 5.61 4.70
N -11.45 3.63 6.44
C 6.39 0.50 -1.30
S -3.93 -2.11 2.35
C -3.04 8.02 16.29
C 1.55 4.04 -11.82
O -5.32 -2.80 12.52
O 2.19 -0.49 -1.79
C -3.72 -8.55 5.20
C -6.12 6.25 2.02
N 0.11 0.42 -0.10
C 11.70 -5.46 -8.72
C -5.17 -5.14 -1.52
H -8.88 1.15 -2.19
H -0.10 -0.25 1.45
H 0.79 2.00 1.44
H -0.31 1.85 0.59
H -1.17 -1.60 1.17
H -0.72 -0.36 -0.44
H 0.68 -0.13 -1.41
H 0.63 1.85 -0.79
H 11.24 -6.40 8.11
H -1.81 -3.34 -4.64
H -0.99 -0.60 -0.07
H -0.14 -0.47 0.25
H 3.26 -4.88 -14.18
H 1.99 -1.65 -1.33
H -0.26 0.08 0.80
H -1.91 3.91 -0.20
H -0.80 -0.08 -0.11
H 7.11 2.86 2.22



No. 3
2 unconnected molecules or ions with the total composition C8H16N2 in a non-equilibrium geometry. Source: OMol25; level of theory: ωB97M-V/def2-TZVPD.

Highest occupied orbital energy: -8.595 eV
Orbital gap: 9.4 eV
LUMO level: 0.76 eV
SMILES string: CCc1c[nH]cn1.CCC

Last column: natural (NBO) charge in e.
Element x y z (Å)
1 C 1.4536 0.7798 2.3221  -0.607
2 C 1.8129 -0.6654 2.6609  -0.436
3 C 1.5396 -1.6586 1.5874  0.111
4 C 0.9080 -1.4572 0.4011  -0.138
5 N 0.8884 -2.6884 -0.2260  -0.525
6 C 1.5039 -3.5567 0.6053  0.172
7 N 1.9117 -2.9808 1.7024  -0.463
8 H 2.2508 1.4721 2.6024  0.213
9 H 0.5299 1.1032 2.7987  0.209
10 H 1.3665 0.9541 1.2583  0.202
11 H 2.8624 -0.7399 2.9480  0.219
12 H 1.3147 -0.9519 3.5931  0.218
13 H 0.3894 -0.6254 -0.0422  0.217
14 H 0.4948 -2.9105 -1.1204  0.414
15 H 1.6103 -4.6094 0.3947  0.194
16 C -1.9134 2.1578 -3.1472  -0.606
17 C -2.3063 1.2128 -2.0168  -0.390
18 C -1.5319 1.5545 -0.7264  -0.608
19 H -0.8793 2.0010 -3.4498  0.198
20 H -1.9383 3.2035 -2.8403  0.203
21 H -2.5277 1.9830 -4.0112  0.208
22 H -3.3736 1.3336 -1.8128  0.194
23 H -2.1910 0.1626 -2.2865  0.191
24 H -0.4529 1.5048 -0.8247  0.198
25 H -1.8598 2.5511 -0.4328  0.205
26 H -1.8630 0.8704 0.0627  0.208

Cartesian forces, eV/Å:
C 0.31 0.33 -0.02
C 0.29 0.08 0.61
C -0.08 0.08 0.15
C -0.44 -0.18 -0.52
N 0.04 0.00 0.14
C 0.08 -0.31 0.17
N 0.02 0.14 0.10
H -0.11 -0.09 0.36
H -0.02 0.01 -0.05
H -0.22 -0.16 -0.36
H 0.17 0.01 -0.26
H -0.21 -0.13 -0.20
H 0.18 0.12 0.08
H -0.05 0.06 -0.07
H 0.03 0.04 -0.14
C 0.54 -0.36 0.23
C 0.28 0.51 0.41
C -1.25 -0.49 -0.13
H 0.15 -0.21 -0.05
H -0.41 0.02 0.02
H -0.33 0.20 -0.48
H 0.01 0.02 0.06
H 0.23 0.00 -0.17
H 0.14 0.08 -0.12
H 0.38 0.14 0.16
H 0.28 0.09 0.06



No. 4
2 unconnected molecules or ions with the total composition C4H14N2O in a non-equilibrium geometry. Source: OMol25; level of theory: ωB97M-V/def2-TZVPD.

2S+1: 2
Highest occupied orbital energy (spin up / spin down): -14.254 / -13.387 eV
Orbital gap (spin up / spin down): 11.5 / 5.0 eV
Net charge: +1
LUMO level (spin up / spin down): -2.74 / -8.44 eV

Last column: natural (NBO) charge in e.
Element x y z (Å)
1 N 2.3332 0.8790 -0.6506  -0.407
2 C 1.3615 -0.1007 -1.2768  -0.286
3 C -0.0876 0.4514 -1.1514  -0.242
4 N -0.5571 -0.0581 0.2062  -0.402
5 C -1.7329 0.7429 0.9176  -0.450
6 C -1.1565 -1.4777 -0.1101  -0.444
7 H 2.6524 1.5950 -1.2622  0.395
8 H 1.9541 1.1585 0.2766  0.424
9 H 1.8112 -0.3606 -2.3114  0.263
10 H 1.5950 -0.9219 -0.6001  0.251
11 H -0.0923 1.5825 -1.1714  0.237
12 H -0.7829 0.0424 -1.8393  0.256
13 H -1.5689 1.8577 0.9473  0.256
14 H -1.9028 0.5134 1.9963  0.237
15 H -2.5588 0.1219 0.6460  0.231
16 H -0.4329 -2.3054 -0.0153  0.232
17 H -1.8939 -1.5625 0.6755  0.220
18 H -1.5609 -1.6547 -1.1292  0.221
19 H 0.6040 -0.0807 2.7311  0.479
20 H 0.7017 -0.3861 1.0855  0.473
21 O 1.3145 -0.0364 2.0357  -0.946

Cartesian forces, eV/Å:
N -3.39 -0.97 -0.03
C 3.71 0.52 -0.88
C 0.32 1.31 3.36
N -1.99 -0.79 -1.74
C 2.08 -0.62 0.94
C 0.92 0.32 0.74
H 0.73 0.82 -0.32
H 1.06 -0.07 -0.12
H -1.32 0.52 1.54
H -0.90 -0.73 -0.39
H -0.04 -1.29 -0.12
H -0.11 -0.19 -1.23
H -0.75 -1.29 -1.04
H 1.60 -0.17 -0.18
H -1.47 1.38 -1.48
H 0.10 0.63 0.40
H -0.25 -0.79 -0.20
H -0.13 0.88 0.65
H 1.11 0.10 -0.84
H 1.03 1.55 3.32
O -2.32 -1.12 -2.37



No. 5
A single CH4N2OS molecule in a non-equilibrium geometry. Source: OMol25; level of theory: ωB97M-V/def2-TZVPD.

Highest occupied orbital energy: -8.835 eV
Orbital gap: 9.6 eV
LUMO level: 0.80 eV
SMILES string: ON/C=N\S

Last column: natural (NBO) charge in e.
Element x y z (Å)
1 O -1.8880 -1.1984 -0.9973  -0.561
2 N -1.1598 -0.4357 -0.0819  -0.345
3 C 0.1224 -0.9780 0.0297  0.222
4 N 1.1800 -0.3315 0.3741  -0.570
5 S 0.9732 1.3945 0.3664  0.098
6 H -2.4806 -1.6875 -0.3709  0.473
7 H -1.1324 0.5076 -0.4586  0.364
8 H 0.0659 -2.0342 -0.0634  0.185
9 H 2.2043 1.7282 0.7853  0.134

Cartesian forces, eV/Å:
O -1.62 -1.25 0.89
N 1.03 0.69 -0.41
C 0.52 1.75 1.13
N -0.73 -0.12 -0.65
S 0.05 -0.41 0.30
H 0.38 0.48 -1.24
H -0.20 0.09 0.12
H 0.62 -0.92 -0.02
H -0.05 -0.31 -0.11



No. 6
A molecular structure, C42H48F3IrN8P2Se2. Source: OMol25; level of theory: ωB97M-V/def2-TZVPD.

2S+1: 6
Highest occupied orbital energy (spin up / spin down): -14.904 / -15.795 eV
Orbital gap (spin up / spin down): 7.8 / 6.0 eV
Net charge: +3
LUMO level (spin up / spin down): -7.08 / -9.75 eV

Last column: Mulliken charge in e.
Element x y z (Å)
1 Ir -0.5384 -2.0582 0.9684  3.398
2 C -2.5072 -4.9016 0.8466  -0.017
3 C -3.4582 -3.9084 1.5045  -1.194
4 N -2.9492 -2.5063 1.4074  -0.426
5 C -3.4752 -1.6508 2.4884  -1.007
6 C -2.6812 -0.3740 2.6433  -0.460
7 N -1.2924 -0.6914 3.0545  -0.039
8 C -0.5230 0.4637 3.4130  -1.261
9 C 1.9455 0.0092 2.9412  -0.631
10 C 1.8281 -1.4457 3.3168  -0.953
11 N 1.5944 -2.3599 2.1894  -0.486
12 C 1.7335 -3.7604 2.6356  -0.876
13 C 0.4378 -4.3020 3.2190  -0.780
14 N -0.7272 -4.0347 2.3534  -0.517
15 C -1.3220 -5.2523 1.7404  -1.113
16 H -3.0420 -5.8173 0.5956  0.586
17 H -2.1549 -4.4620 -0.0848  -0.357
18 H -4.4512 -3.9815 1.0599  0.545
19 H -3.5773 -4.1508 2.5641  0.444
20 H -3.2684 -2.1253 0.5246  0.331
21 H -4.5270 -1.4041 2.3314  0.456
22 H -3.4252 -2.2152 3.4250  0.427
23 H -2.6397 0.1635 1.6921  0.060
24 H -3.1762 0.2623 3.3820  0.570
25 H -1.3164 -1.3457 3.8298  0.350
26 H -1.0974 1.3768 3.3080  0.373
27 H -0.1138 0.4272 4.4191  0.340
28 H 2.6656 0.1519 2.1366  0.316
29 H 2.2770 0.5856 3.8007  0.534
30 H 2.7757 -1.6868 3.8067  0.576
31 H 1.0493 -1.6053 4.0652  0.339
32 H 2.2986 -2.1796 1.4809  0.246
33 H 2.0533 -4.3623 1.7933  0.449
34 H 2.5124 -3.8498 3.3965  0.468
35 H 0.5593 -5.3738 3.3811  0.479
36 H 0.2645 -3.8568 4.2007  0.370
37 H -1.4555 -3.6543 2.9427  0.150
38 H -0.5599 -5.7734 1.1662  0.593
39 H -1.6495 -5.9269 2.5371  0.546
40 Se 1.4967 4.9162 2.9213  0.075
41 P 0.7627 4.2574 0.9686  -0.096
42 C 1.9209 4.5973 -0.3472  0.901
43 C 1.4752 5.0133 -1.6024  -0.013
44 C 2.4042 5.2526 -2.6036  -0.867
45 C 3.7601 5.0841 -2.3524  -0.703
46 C 4.2010 4.6635 -1.1004  -0.944
47 C 3.2848 4.4239 -0.0908  -0.237
48 C -0.8235 5.0059 0.6735  0.924
49 C -1.9896 4.3534 1.0700  -0.185
50 C -3.2003 5.0182 0.9885  -0.554
51 C -3.2449 6.3282 0.5233  -0.648
52 C -2.0794 6.9840 0.1450  -0.825
53 C -0.8599 6.3309 0.2270  -0.421
54 C 0.6210 2.4687 1.1984  0.754
55 C 0.2671 1.3518 0.4139  -0.834
56 N 0.3258 0.2424 1.1465  -0.269
57 N 0.6841 0.6805 2.4689  1.335
58 N 0.9433 2.1087 2.4496  -1.234
59 P -0.1383 0.9783 -1.3198  0.452
60 Se -1.7078 -0.4697 -1.1412  -0.316
61 C -0.6830 2.4022 -2.2528  1.210
62 C 0.0541 2.8632 -3.3466  -0.582
63 C -0.4515 3.8915 -4.1269  -0.702
64 C -1.6816 4.4592 -3.8213  -0.772
65 C -2.4221 3.9901 -2.7408  -0.862
66 C -1.9342 2.9531 -1.9650  -0.517
67 C 1.4501 0.4010 -1.9347  0.284
68 C 1.5917 -0.9134 -2.3602  -0.700
69 C 2.8342 -1.3695 -2.7815  -0.518
70 C 3.9277 -0.5143 -2.7750  -0.917
71 C 3.7888 0.7977 -2.3314  -0.870
72 C 2.5533 1.2599 -1.9054  0.261
73 H 0.4181 5.1400 -1.8002  0.436
74 H 2.0696 5.5813 -3.5802  0.514
75 H 4.4816 5.2961 -3.1323  0.468
76 H 5.2597 4.5434 -0.9072  0.506
77 H 3.6247 4.1186 0.8919  0.439
78 H -1.9471 3.3373 1.4477  0.253
79 H -4.1127 4.5206 1.2934  0.448
80 H -4.1945 6.8461 0.4667  0.453
81 H -2.1189 8.0097 -0.1991  0.466
82 H 0.0518 6.8520 -0.0434  0.517
83 H 1.0017 2.4126 -3.6074  0.434
84 H 0.1097 4.2364 -4.9867  0.547
85 H -2.0773 5.2534 -4.4438  0.450
86 H -3.3922 4.4189 -2.5208  0.522
87 H -2.5320 2.5580 -1.1526  0.540
88 H 0.7310 -1.5650 -2.3773  0.338
89 H 2.9469 -2.3909 -3.1273  0.558
90 H 4.8916 -0.8651 -3.1254  0.444
91 H 4.6439 1.4637 -2.3215  0.560
92 H 2.4540 2.2810 -1.5506  0.189
93 F -0.9295 -7.1595 -4.1236  -0.241
94 C 0.2935 -6.8274 -3.6994  0.685
95 F 0.8529 -7.8944 -3.1225  -0.258
96 F 1.0298 -6.4783 -4.7594  -0.227
97 C 0.2115 -5.6711 -2.7241  -0.110
98 C -0.6591 -4.6212 -2.9636  -1.157
99 C -0.7311 -3.5949 -2.0400  -0.357
100 N 0.0094 -3.5537 -0.9195  0.731
101 C 0.8766 -4.5566 -0.7380  -0.512
102 C 1.0095 -5.6311 -1.5974  -0.713
103 H -1.2807 -4.6016 -3.8495  0.540
104 H -1.4166 -2.7776 -2.2050  0.498
105 H 1.5093 -4.4930 0.1329  0.014
106 H 1.7174 -6.4223 -1.3864  0.587

Cartesian forces, eV/Å:
Ir -0.09 0.22 0.08
C 0.08 0.21 0.14
C 0.08 -0.03 -0.04
N 0.08 -0.05 -0.08
C 0.06 -0.01 -0.05
C 0.05 0.00 -0.07
N -0.09 -0.11 0.10
C 0.12 -0.05 -0.14
C -0.06 0.03 -0.10
C -0.11 -0.06 -0.06
N 0.01 -0.01 -0.04
C -0.08 -0.02 0.05
C 0.05 0.01 -0.03
N -0.03 -0.03 -0.17
C -0.09 0.07 -0.05
H 0.00 -0.01 0.02
H -0.02 -0.08 -0.09
H -0.04 0.06 0.00
H -0.04 0.01 0.00
H -0.13 0.03 -0.07
H -0.05 -0.02 0.01
H -0.02 -0.02 -0.01
H 0.05 0.01 0.03
H 0.01 0.01 0.04
H -0.01 0.06 0.02
H -0.05 0.14 -0.06
H 0.04 -0.02 0.05
H 0.01 0.06 -0.05
H -0.02 0.05 0.07
H 0.04 -0.06 0.06
H 0.02 0.02 0.00
H 0.05 0.04 -0.04
H 0.02 -0.03 0.01
H 0.09 -0.01 0.00
H -0.04 -0.03 0.07
H -0.04 0.00 0.00
H -0.03 0.02 0.06
H 0.11 0.01 -0.01
H 0.03 -0.02 0.03
Se 0.19 0.01 0.29
P -0.12 -0.13 -0.62
C -0.01 0.15 0.09
C 0.02 -0.03 0.05
C 0.05 0.01 -0.02
C -0.01 0.01 -0.01
C 0.01 -0.02 0.03
C 0.03 0.01 -0.07
C 0.04 0.08 -0.02
C 0.01 0.03 0.01
C -0.07 -0.03 -0.01
C 0.00 0.01 -0.02
C -0.02 0.02 0.01
C -0.02 -0.07 0.01
C -0.05 0.03 0.20
C 0.05 0.44 0.02
N 0.17 -0.19 0.26
N 0.02 -0.09 0.19
N -0.24 -0.31 -0.21
P 0.09 -0.03 -0.06
Se 0.04 -0.18 0.14
C 0.05 -0.01 -0.03
C -0.10 -0.12 -0.03
C -0.05 -0.02 -0.05
C 0.03 0.00 -0.04
C -0.04 0.05 0.05
C 0.01 0.11 0.03
C -0.05 -0.04 0.08
C 0.05 0.04 -0.12
C 0.03 -0.03 -0.02
C 0.00 -0.02 -0.01
C -0.03 0.07 0.03
C 0.06 -0.06 0.05
H 0.06 0.02 0.02
H 0.02 0.00 0.06
H -0.03 -0.02 0.03
H -0.04 0.02 -0.01
H 0.01 0.03 -0.01
H -0.03 0.01 -0.02
H 0.03 0.03 -0.01
H 0.04 -0.02 0.00
H 0.00 -0.04 0.01
H -0.05 -0.01 0.00
H 0.00 0.01 0.01
H -0.04 -0.01 0.02
H 0.02 -0.04 0.05
H 0.04 -0.02 -0.01
H 0.01 0.00 -0.02
H 0.00 0.00 -0.01
H -0.02 0.07 0.00
H -0.06 0.01 0.05
H -0.05 -0.04 -0.01
H 0.00 -0.02 -0.05
F 0.11 -0.02 -0.01
C -0.01 0.00 0.04
F -0.05 0.05 -0.11
F -0.03 -0.06 0.03
C -0.04 0.00 -0.03
C 0.02 0.03 -0.01
C -0.01 -0.14 0.06
N -0.04 -0.06 0.01
C 0.06 0.19 -0.02
C 0.07 -0.06 0.01
H -0.02 0.00 0.05
H 0.00 0.01 0.04
H -0.08 -0.02 -0.06
H -0.02 0.04 0.01



Record order is preserved below.
Energy relative to the best compared isomer or geometry (same formula, charge and spin): 2.4436 16.1421 0.2880 3.5912 2.9911 1.0030 eV